Below is a cluster of 2 separate species, C6H15N in total, with properties calculated with wB97M-V/def2-TZVPD.

Geometry as ORCA input:
```
! RIJCOSX wB97M-V def2-TZVPD def2/J DEFGRID3
* xyz -1 2
C -0.0933 0.9479 -0.2842
N 0.3989 0.2870 0.9035
C 1.7218 0.7402 1.2337
C 2.8903 0.3454 0.3137
C -0.9007 0.0957 -1.2604
C -2.1867 -1.4150 0.3784
C -2.2582 -0.3644 -0.7301
H -0.7703 1.7823 0.0122
H 0.7098 1.4467 -0.8596
H 0.8714 -1.4569 0.1778
H 1.7439 1.8511 1.3151
H 1.9582 0.3634 2.2388
H 2.9364 -0.7406 0.2503
H 3.8325 0.7575 0.6968
H 2.7381 0.7230 -0.7006
H -0.3042 -0.7785 -1.5330
H -1.0854 0.6886 -2.1643
H -1.7718 -2.3448 -0.0068
H -1.5705 -1.0474 1.1948
H -3.1956 -1.6299 0.7549
H -2.8501 -0.7617 -1.5656
H -2.8147 0.5105 -0.3656
*
```

Values from the calculation:
⟨S²⟩ ... 0.757
Calculated total energy ... -7952.051 eV
E_LUMO (alpha / beta) ... 0.159 / 0.159 Eh
Orbital gap (alpha / beta) ... 5.3 / 6.6 eV
HOMO level (alpha / beta) ... -0.982 / -2.309 eV
ΔE to the lowest compared entry with this formula, charge and spin ... 41.31 kcal per mole